{"formula": "C30H26CeN7O3S", "method": "the ωB97M-V functional and the def2-TZVPD basis", "de_lowest_kcal_mol": 28.9, "charge": 0, "gap_ev": [6.756, 6.764], "spin_multiplicity": 2, "symbols": ["Ce", "N", "C", "S", "N", "N", "C", "C", "C", "C", "C", "C", "C", "C", "C", "C", "C", "C", "N", "H", "H", "H", "H", "H", "H", "H", "H", "H", "H", "H", "C", "C", "C", "C", "C", "C", "O", "N", "C", "O", "N", "C", "O", "H", "H", "H", "H", "H", "H", "H", "H", "H", "H", "H", "N", "C", "C", "C", "C", "C", "C", "C", "C", "C", "H", "H", "H", "H"], "coordinates": [[0.88140, 0.07168, -0.26050], [3.14329, 3.07650, -2.44213], [2.08732, 2.35218, -2.18345], [2.28060, 0.64286, -2.67024], [1.05150, 3.02731, -1.65202], [0.01336, 2.23802, -1.19343], [-1.08829, 2.88072, -0.75443], [-1.42294, 4.22856, -1.16168], [-1.52000, 4.51865, -2.54532], [-1.75258, 5.82240, -3.00837], [-1.84503, 6.88465, -2.15793], [-1.90412, 6.61802, -0.77437], [-1.71129, 5.29274, -0.28317], [-1.92426, 2.13294, 0.14342], [-3.09895, 2.54127, 0.76103], [-3.70082, 1.77354, 1.74009], [-3.36904, 0.43544, 1.78254], [-2.36685, -0.00838, 0.91543], [-1.55580, 0.81840, 0.22889], [3.96700, 2.64139, -2.86352], [3.10288, 4.10897, -2.36014], [-1.31678, 3.77592, -3.26092], [-1.58387, 6.01916, -4.04730], [-1.88596, 7.86489, -2.46440], [-2.23844, 7.39322, -0.03145], [-1.80620, 5.07098, 0.78558], [-3.57320, 3.53420, 0.63749], [-4.45060, 2.20237, 2.45032], [-3.88136, -0.25068, 2.45646], [-2.16480, -1.06463, 0.71140], [-0.90457, -4.61440, -3.43086], [0.52766, -5.13602, -3.44303], [1.32222, -4.58210, -2.17696], [2.74529, -5.22108, -2.19674], [3.68360, -4.98327, -0.92618], [0.50403, -5.03797, -0.91147], [0.01260, -6.16202, -0.77767], [0.21449, -4.05637, 0.08603], [0.50783, -2.70785, -0.03298], [0.29513, -1.87665, 0.89895], [1.03242, -2.23324, -1.23370], [1.39245, -3.01825, -2.34746], [1.60297, -2.54792, -3.44528], [-1.50131, -5.17050, -4.18248], [-0.93527, -3.56842, -3.69729], [-1.29269, -4.82632, -2.42960], [1.16267, -5.01437, -4.32135], [0.55929, -6.24345, -3.26952], [3.18947, -4.85181, -3.12879], [2.66467, -6.35456, -2.33527], [3.75008, -3.93510, -0.70938], [4.71466, -5.40062, -1.04622], [3.20757, -5.42850, -0.03649], [-0.24046, -4.38414, 0.94962], [-1.99643, 0.99183, 7.95265], [-1.20430, 0.86487, 7.08792], [-0.36131, 0.80705, 6.00549], [-0.07678, -0.44258, 5.43669], [0.58333, -0.46807, 4.23882], [1.13742, 0.73279, 3.64776], [1.09449, 1.90935, 4.39706], [0.29853, 1.96709, 5.52841], [1.79824, 0.75388, 2.42335], [2.34596, 0.67546, 1.31581], [-0.55419, -1.32074, 5.89721], [0.68990, -1.42599, 3.62496], [1.47888, 2.77263, 3.97719], [0.18527, 2.89409, 6.11294]], "atomic_forces_ev_per_a": [[-0.720, 0.114, -2.399], [2.011, 2.268, -0.646], [-1.382, -1.640, 0.038], [-0.733, 0.880, 0.546], [-0.710, -0.852, -0.194], [-0.754, 2.207, 0.754], [2.661, -0.799, -1.166], [-0.578, 2.039, -1.184], [0.074, 1.222, 1.340], [1.291, -1.030, -0.150], [-0.316, -1.743, 2.761], [-0.641, -0.829, 0.929], [-0.168, 0.648, -0.445], [-0.750, -2.074, -0.319], [-0.447, 2.153, 0.573], [-0.465, -0.346, 0.473], [0.083, -0.581, 0.074], [0.567, 0.035, -0.247], [-1.535, -0.110, 0.926], [-0.742, 0.325, 0.311], [0.009, -1.207, 0.056], [0.170, -0.992, -0.690], [-0.407, -0.069, -0.580], [-0.244, 2.019, -0.915], [0.770, -0.690, -0.937], [0.235, 0.337, -0.349], [0.939, -0.512, -0.276], [0.610, -0.426, -0.982], [0.200, 0.073, -0.285], [-0.044, 0.256, 0.657], [0.307, -1.009, -0.926], [0.947, -1.275, 1.760], [-0.348, -0.167, -0.053], [0.668, -1.206, 0.691], [-0.895, -0.663, -0.898], [-0.943, -0.850, -0.005], [1.416, 2.139, -0.115], [0.202, -0.100, 0.182], [1.290, -0.498, -2.613], [-0.513, -1.658, -0.074], [-0.338, -0.421, 1.371], [-1.225, -0.649, 0.764], [0.333, -0.124, 1.000], [0.155, 0.334, 0.512], [-0.129, 0.373, 0.164], [-0.381, 0.286, -0.370], [-0.419, 0.643, -0.079], [-0.421, 0.794, -0.138], [0.197, 0.062, 0.321], [-0.214, 1.497, 0.202], [0.255, 0.710, -0.008], [-1.003, 0.285, -0.057], [0.262, -0.105, -0.331], [0.328, 0.193, -0.727], [2.249, -0.498, -2.284], [-3.842, 0.937, 4.272], [2.624, 0.281, -1.647], [-1.122, 0.183, -0.078], [1.155, -0.627, -2.401], [-0.740, -0.975, 2.592], [-1.794, -1.421, 0.514], [-0.445, -0.206, 0.925], [0.912, -0.720, -2.227], [1.149, 0.898, 2.514], [0.464, 0.317, -0.451], [-0.112, 1.408, 1.097], [1.000, 1.607, -0.540], [-0.009, -0.453, -0.530]]}

***

{"formula": "C11H21NOS", "method": "the ωB97M-V functional and the def2-TZVPD basis", "de_lowest_kcal_mol": 139.3, "charge": 0, "gap_ev": [7.974, 7.973], "smiles": "CC=[S@@](N)(=O)/C(C)=C1\\CCCC[C@@H]1C", "symbols": ["C", "C", "S", "N", "O", "C", "C", "C", "C", "C", "C", "C", "C", "C", "H", "H", "H", "H", "H", "H", "H", "H", "H", "H", "H", "H", "H", "H", "H", "H", "H", "H", "H", "H", "H"], "coordinates": [[-3.30032, 2.32064, -0.55451], [-3.26113, 1.28478, 0.50132], [-2.63039, -0.23940, 0.11384], [-3.42313, -1.11551, 1.36532], [-3.08233, -0.69451, -1.18762], [-0.77037, -1.26163, 0.09660], [-1.11362, -2.69202, 0.36624], [0.34868, -0.57341, -0.09041], [0.27104, 0.92850, -0.42235], [1.26179, 1.61808, 0.43062], [2.69999, 1.16690, 0.33925], [2.72763, -0.31378, 0.66315], [1.70603, -1.24831, -0.09808], [2.18612, -1.48123, -1.50387], [-3.17204, 1.88373, -1.46196], [-2.68568, 3.17478, -0.50528], [-4.24414, 2.75276, -0.46750], [-2.80490, 1.67968, 1.37702], [-3.49395, -0.44194, 2.12141], [-4.19542, -1.81112, 1.30593], [-0.22072, -3.21837, 0.69466], [-1.82655, -2.64650, 1.17613], [-1.48839, -3.22397, -0.47076], [0.65096, 0.97097, -1.44249], [-0.84469, 1.31316, -0.55284], [1.38778, 2.69391, -0.00416], [0.94416, 1.71785, 1.52275], [3.11706, 1.23558, -0.56787], [3.33986, 1.55215, 1.05755], [3.81234, -0.73691, 0.48453], [2.33417, -0.59266, 1.71265], [1.66121, -2.17699, 0.50836], [3.05991, -2.08614, -1.21856], [2.36167, -0.54279, -2.17351], [1.62601, -2.32108, -2.04507]], "atomic_forces_ev_per_a": [[0.014, 0.026, 1.443], [1.402, -0.452, -0.172], [-0.882, -1.660, 0.279], [1.049, -0.143, 0.543], [-0.186, 0.084, -0.401], [-1.692, 0.962, 0.497], [1.124, 0.972, 0.846], [-1.771, 0.177, 0.025], [-1.221, -1.769, -1.127], [0.464, 5.024, 0.807], [-2.763, -3.579, 2.489], [0.358, -3.065, 1.011], [-0.258, 1.820, 0.237], [0.334, -1.797, -1.222], [-0.003, -1.092, -2.997], [1.573, 0.828, 0.459], [-2.029, 0.587, -0.355], [0.129, -0.090, 1.376], [-0.580, -0.395, -0.046], [1.063, 1.190, -0.676], [0.150, -0.119, 0.163], [-0.191, -0.590, 0.135], [-0.607, -0.246, -0.902], [0.044, 0.177, -0.350], [2.595, -0.534, 0.936], [-0.850, -1.226, 1.118], [0.331, -0.204, -1.386], [1.345, 0.885, -3.640], [0.970, 1.597, 1.268], [-2.024, 0.581, 0.646], [1.382, 1.175, -0.919], [-0.004, 0.337, -0.767], [0.840, 0.768, -1.093], [-0.163, -1.893, 1.356], [0.055, 1.663, 0.420]]}

***

{"formula": "C5H10N", "method": "the ωB97M-V functional and the def2-TZVPD basis", "de_lowest_kcal_mol": 180.2, "charge": 1, "gap_ev": 4.760, "symbols": ["C", "C", "C", "C", "C", "N", "H", "H", "H", "H", "H", "H", "H", "H", "H", "H"], "coordinates": [[-3.90328, -0.21430, -0.18357], [-2.65767, -0.23401, 0.37408], [2.24397, -0.26292, -0.60449], [3.57733, -0.27593, -0.84953], [0.22812, 0.35953, 0.55455], [1.76044, 0.64150, 0.30911], [-4.26493, 0.09014, -1.20535], [-4.79581, -0.34235, 0.43716], [1.50127, -0.52349, -1.38369], [-1.80575, 0.20911, -0.07458], [-2.58260, -0.60682, 1.40153], [3.85920, -1.02434, -1.66830], [4.37865, -0.09582, -0.18864], [-0.23746, 1.32425, 0.22091], [0.39685, 0.17921, 1.69250], [2.30166, 0.77625, 1.16830]], "atomic_forces_ev_per_a": [[0.299, 0.787, -0.044], [-2.978, -0.325, 0.065], [1.293, 3.144, -2.493], [-0.446, -3.922, -1.903], [6.373, 4.089, 3.666], [-4.833, -3.366, 0.743], [1.293, -0.171, 0.931], [0.533, -0.658, 0.112], [0.564, -0.445, 0.733], [0.374, -0.195, -0.776], [0.125, 0.346, -0.337], [-0.201, 1.514, 0.920], [0.547, 0.914, 0.841], [-0.806, -1.637, -0.586], [-2.236, 0.288, -1.691], [0.100, -0.362, -0.179]]}

***

{"formula": "C14H28IrN6O6Se", "method": "the ωB97M-V functional and the def2-TZVPD basis", "de_lowest_kcal_mol": 2.5, "charge": 1, "gap_ev": [6.184, 5.136], "spin_multiplicity": 5, "symbols": ["O", "H", "Ir", "N", "N", "N", "N", "O", "O", "O", "O", "C", "C", "C", "C", "C", "H", "H", "H", "C", "H", "H", "H", "C", "C", "H", "H", "H", "H", "H", "H", "H", "H", "C", "H", "H", "H", "O", "H", "H", "C", "N", "C", "C", "N", "C", "C", "Se", "H", "H", "H", "H", "H", "H", "H", "H"], "coordinates": [[0.14908, -1.15427, -3.55603], [-0.20602, -1.11405, -4.45905], [0.04977, 0.09554, -0.29596], [1.48826, -1.09656, -0.92289], [-0.67074, -1.67757, 0.28453], [0.68228, 1.95662, -0.34058], [-1.31836, 1.04816, 0.77817], [2.66905, -0.74910, -1.15171], [1.77637, 2.39300, -0.99511], [-2.41854, 0.49080, 1.31146], [-1.68867, -1.89230, 1.05555], [-0.03714, -2.75873, -0.26355], [1.13749, -2.43935, -0.95950], [0.03478, 2.87372, 0.41202], [-1.08559, 2.34634, 1.08364], [2.01096, -3.33270, -1.75373], [1.96246, -3.06183, -2.81834], [1.68629, -4.37031, -1.64421], [3.05204, -3.24233, -1.42264], [-0.67878, -4.08987, -0.10890], [-1.65550, -4.11834, -0.61243], [-0.83047, -4.34506, 0.94723], [-0.04732, -4.86207, -0.55747], [0.59509, 4.23571, 0.57768], [-1.89897, 3.07747, 2.09135], [1.23361, 4.49947, -0.26984], [1.18991, 4.30722, 1.50004], [-0.22571, 4.95692, 0.65098], [-2.45641, 2.40075, 2.74811], [-2.61805, 3.74184, 1.59134], [-1.25205, 3.71556, 2.71013], [1.77119, 1.73794, -1.81093], [-2.22661, -0.55089, 1.24772], [-1.17603, -0.11662, -2.01239], [-0.76941, -0.92275, -2.84045], [-1.22509, 0.87781, -2.47821], [-2.19238, -0.41734, -1.71969], [1.28390, 0.91047, -2.90142], [0.84582, -0.03562, -3.25741], [1.33402, 1.48047, -3.69030], [4.01986, -0.33381, 4.37612], [2.63564, -0.52237, 4.75150], [2.17436, -0.91770, 5.99826], [0.81804, -0.95590, 5.92381], [0.46988, -0.58870, 4.63240], [-0.87989, -0.46410, 4.13345], [1.59312, -0.30155, 3.89646], [1.78440, 0.38682, 2.19205], [4.63768, -0.53572, 5.25577], [4.18844, 0.69373, 4.03341], [4.29885, -1.01854, 3.56619], [2.84814, -1.12217, 6.81167], [0.07334, -1.20119, 6.65932], [-1.04671, -1.13403, 3.27887], [-1.56029, -0.72764, 4.95152], [-1.07530, 0.56741, 3.80749]], "atomic_forces_ev_per_a": [[0.142, -1.217, -1.015], [-0.093, -0.025, 0.060], [-2.255, -1.283, 2.082], [1.127, 0.363, -0.158], [0.286, -1.430, -0.493], [2.076, -0.611, -2.378], [-0.874, -0.821, -0.177], [-1.049, -0.712, -0.113], [-0.922, -0.331, 0.143], [0.769, -0.113, -0.179], [0.651, 0.487, -0.791], [-0.243, 0.618, -0.051], [-0.108, 0.121, -0.036], [-1.942, 0.269, 2.129], [1.476, 1.912, -0.469], [0.120, -0.584, 0.183], [0.016, 0.030, 0.310], [0.159, 0.158, -0.082], [-0.207, -0.011, -0.116], [0.347, -0.620, -0.098], [0.211, 0.134, 0.208], [-0.014, 0.164, -0.251], [-0.174, 0.099, 0.112], [-0.247, 0.475, 0.065], [-0.131, 0.513, 0.143], [-0.172, -0.045, 0.250], [-0.077, -0.082, -0.201], [0.209, -0.039, 0.017], [0.170, 0.128, -0.292], [0.044, -0.165, 0.166], [-0.146, -0.197, -0.188], [0.192, 0.051, 0.413], [-0.184, 0.460, -0.071], [-1.099, 2.826, 3.284], [0.812, -0.618, -0.596], [0.124, -0.559, -0.269], [0.188, -0.442, -0.241], [-0.104, -0.271, -1.891], [0.939, 1.676, 0.708], [0.059, -0.311, 0.397], [0.563, 0.024, 0.015], [-0.716, 0.085, -0.449], [-0.506, 0.138, -0.432], [0.574, 0.097, -0.385], [0.960, 0.243, -0.472], [-0.477, 0.044, -0.136], [-0.433, -0.562, 1.627], [-0.027, 0.057, -0.495], [-0.090, 0.057, -0.214], [-0.072, -0.243, 0.115], [-0.125, 0.156, 0.201], [-0.046, -0.012, -0.028], [0.031, -0.035, 0.000], [0.090, 0.148, 0.315], [0.103, 0.088, -0.312], [0.095, -0.280, 0.138]]}

***

no.,DFT total energy (Eh)
1,-2641.1343
2,-959.6746
3,-250.7181
4,-3835.4446